No. 1
{
  "formula": "C19H43EuO2P3",
  "method": "the ωB97M-V functional and the def2-TZVPD basis",
  "fmax_ev_per_a": 3.8,
  "gap_ev": [4.86, 4.20],
  "total_charge": 3,
  "s2": 12.22,
  "homo_ev": [-14.4, -14.5],
  "total_energy_ha": -2633.452272,
  "spin_multiplicity": 7,
  "symbols": ["Eu", "P", "P", "P", "H", "C", "C", "H", "C", "C", "C", "C", "C", "C", "C", "C", "C", "H", "H", "H", "H", "H", "H", "H", "H", "H", "H", "H", "H", "H", "H", "H", "H", "H", "H", "H", "H", "H", "H", "H", "H", "H", "H", "H", "H", "H", "C", "C", "C", "C", "C", "C", "O", "H", "H", "H", "H", "H", "H", "C", "C", "O", "H", "H", "H", "H", "H", "H"],
  "xyz": [[-1.8895, 2.2294, -0.1595], [-1.6044, -1.3670, 1.2745], [0.8279, -0.8276, 2.3577], [2.2808, -2.2497, -2.0697], [-1.6883, 4.7812, -1.0122], [-1.8022, 3.9475, -1.7314], [-3.0158, 3.3424, -2.0318], [-3.9773, 3.6271, -1.5563], [-3.2774, -0.8519, 1.8612], [-1.6071, -3.0416, 2.0377], [-2.0334, -1.8957, -0.4318], [2.3508, 0.1922, 2.1591], [0.3845, -0.2927, 4.0570], [1.6436, -2.4222, 2.7975], [2.0022, -2.5136, -3.8230], [2.0466, -3.7089, -1.0412], [3.7789, -1.3138, -1.7526], [-0.8851, 3.7034, -2.2934], [-3.1648, 2.6762, -2.8971], [-3.7542, -0.1184, 1.1879], [-3.1977, -0.4195, 2.8697], [-3.9156, -1.7491, 1.9078], [-1.3554, -3.0010, 3.1041], [-0.8852, -3.6933, 1.5308], [-2.6118, -3.4732, 1.9257], [-1.7878, -1.1124, -1.1647], [-3.1034, -2.1510, -0.4895], [-1.4459, -2.7895, -0.6846], [3.0820, -0.0906, 2.9362], [2.1102, 1.2607, 2.2731], [2.7954, 0.0280, 1.1657], [1.2849, -0.3224, 4.6870], [-0.3754, -0.9588, 4.4812], [-0.0039, 0.7337, 4.0389], [2.6010, -2.2102, 3.2939], [1.8463, -3.0106, 1.8942], [1.0070, -3.0054, 3.4744], [2.4110, -3.4942, -4.1121], [2.5034, -1.7337, -4.4123], [0.9223, -2.4658, -4.0393], [1.7894, -4.5736, -1.6673], [1.2239, -3.5161, -0.3364], [2.9731, -3.9163, -0.4840], [4.5877, -1.6363, -2.4225], [4.0858, -1.4599, -0.7085], [3.5452, -0.2483, -1.9157], [0.3337, 0.9235, -2.5962], [1.2427, 2.0300, -2.5027], [1.8664, 2.4901, -3.6577], [1.4453, 2.0439, -4.9170], [0.3397, 1.1797, -5.0096], [-0.2759, 0.6748, -3.8803], [0.1470, 0.1246, -1.5904], [1.2914, -1.3474, -1.6082], [1.5107, 2.3787, -1.5077], [2.6880, 3.2120, -3.5713], [1.9531, 2.3723, -5.8352], [-0.0350, 0.9168, -6.0025], [-1.1468, 0.0290, -3.9091], [-1.9757, 3.3952, 4.4501], [-2.3233, 2.6344, 3.1790], [-1.6430, 3.2030, 2.0190], [-0.9155, 3.2754, 4.7297], [-2.5772, 2.9834, 5.2703], [-2.2143, 4.4625, 4.3933], [-2.0270, 1.5861, 3.2200], [-3.3862, 2.6729, 2.9320], [-1.0006, 3.8721, 2.3164]],
  "forces_ev_per_a": [[1.93, -2.82, 1.57], [-1.58, -1.35, -0.44], [2.00, -0.16, 1.72], [-0.82, 1.20, 0.14], [-0.37, -0.40, -0.13], [-1.64, 0.55, -1.98], [0.25, 1.73, -0.92], [0.66, 0.10, -0.09], [0.03, 0.54, 0.47], [0.47, 0.07, 0.37], [0.31, 0.29, -0.55], [-0.04, 0.48, -0.72], [-0.63, 0.14, -0.24], [-0.36, -0.42, -0.45], [0.00, -0.33, -0.29], [0.33, -0.43, 0.04], [0.45, -0.16, -0.02], [-0.41, -0.02, 0.01], [0.48, 0.17, 0.42], [0.12, -0.20, 0.20], [-0.23, -0.14, -0.27], [0.15, 0.40, -0.08], [-0.13, -0.09, -0.17], [-0.10, 0.15, 0.15], [0.32, 0.14, -0.02], [0.03, -0.30, 0.13], [0.34, 0.02, 0.20], [-0.14, 0.30, -0.02], [-0.42, 0.06, -0.26], [0.14, -0.34, -0.13], [-0.10, 0.15, 0.33], [-0.23, -0.04, -0.23], [0.12, 0.17, 0.03], [0.09, -0.20, 0.13], [-0.35, 0.02, -0.10], [-0.01, 0.01, 0.28], [0.19, 0.08, -0.23], [-0.17, 0.31, -0.02], [-0.11, -0.13, 0.25], [0.43, -0.13, 0.13], [0.12, 0.14, 0.26], [0.31, -0.09, -0.28], [-0.35, -0.12, -0.18], [-0.12, 0.16, 0.27], [0.01, 0.05, -0.27], [0.10, -0.42, -0.07], [0.31, 1.06, -1.49], [-0.50, -1.06, -0.27], [-0.08, 0.50, -0.44], [0.15, -0.09, -0.06], [0.11, 0.53, -0.46], [0.81, 0.17, 1.19], [-1.85, 0.38, 2.17], [0.01, -0.16, -0.31], [0.40, -0.17, 0.00], [-0.42, -0.23, -0.13], [-0.29, -0.10, 0.59], [0.06, 0.08, 0.33], [0.18, -0.25, -0.18], [-0.08, -0.36, 0.17], [-0.16, 0.27, 0.36], [0.68, 0.39, -0.36], [-0.34, 0.02, -0.19], [0.17, 0.09, -0.12], [-0.01, -0.19, -0.18], [0.09, -0.05, 0.21], [-0.03, 0.12, 0.25], [-0.31, -0.16, -0.02]]
}

***

No. 2
{
  "formula": "C19H43HfP3SSe",
  "method": "the ωB97M-V functional and the def2-TZVPD basis",
  "fmax_ev_per_a": 4.4,
  "gap_ev": [3.07, 3.06],
  "total_charge": 4,
  "homo_ev": [-19.5, -19.5],
  "total_energy_ha": -4619.795206,
  "symbols": ["Hf", "P", "P", "P", "H", "C", "C", "H", "C", "C", "C", "C", "C", "C", "C", "C", "C", "H", "H", "H", "H", "H", "H", "H", "H", "H", "H", "H", "H", "H", "H", "H", "H", "H", "H", "H", "H", "H", "H", "H", "H", "H", "H", "H", "H", "H", "C", "C", "C", "C", "C", "C", "Se", "H", "H", "H", "H", "H", "H", "C", "S", "C", "H", "H", "H", "H", "H", "H"],
  "xyz": [[-0.7083, -0.3585, 0.4361], [-1.8821, -2.4633, 1.1461], [1.2730, -0.5045, 2.3163], [1.1544, -1.3376, -1.1174], [-1.8101, 1.8084, -1.0436], [-1.3514, 0.8443, -1.2470], [-2.2918, -0.2953, -1.1112], [-3.2979, -0.0582, -0.7433], [-3.2824, -1.9528, 2.2289], [-0.9864, -3.6690, 2.1806], [-2.6633, -3.5737, -0.0767], [2.4656, 0.8715, 2.4623], [0.5241, -0.4465, 3.9802], [2.3745, -1.9472, 2.4546], [0.8492, -1.1927, -2.9210], [1.3268, -3.1606, -0.9566], [2.9339, -0.9132, -1.0657], [-0.7801, 0.9074, -2.1806], [-2.3410, -0.9989, -1.9584], [-3.6530, -0.9713, 1.9044], [-2.9386, -1.8483, 3.2667], [-4.1239, -2.6642, 2.1895], [-0.6467, -3.2034, 3.1091], [-0.0973, -4.0223, 1.6484], [-1.6030, -4.5457, 2.4290], [-3.1971, -2.9425, -0.7886], [-3.3760, -4.2711, 0.3863], [-1.9130, -4.1371, -0.6428], [3.0909, 0.7067, 3.3518], [1.9284, 1.8206, 2.5639], [3.0956, 0.9305, 1.5691], [1.3091, -0.6428, 4.7201], [-0.2649, -1.1969, 4.0868], [0.0813, 0.5358, 4.1689], [2.9505, -1.8549, 3.3838], [3.0736, -1.9985, 1.6149], [1.7992, -2.8779, 2.4808], [1.6832, -1.6573, -3.4684], [0.7722, -0.1373, -3.2143], [-0.0864, -1.6943, -3.1996], [1.9990, -3.5201, -1.7501], [0.3447, -3.6405, -1.0537], [1.7456, -3.4221, 0.0236], [3.4727, -1.4880, -1.8346], [3.3825, -1.1366, -0.0935], [3.0499, 0.1595, -1.2455], [1.2075, 3.2336, -2.8361], [-0.1202, 3.6160, -3.1272], [-0.5103, 3.8630, -4.4491], [0.4174, 3.7077, -5.4932], [1.7339, 3.3567, -5.1996], [2.1428, 3.1423, -3.8846], [1.9115, 3.1651, -1.0330], [3.0995, 2.3481, -1.4075], [-0.8227, 3.7797, -2.3141], [-1.5317, 4.1875, -4.6638], [0.1215, 3.9366, -6.5167], [2.4402, 3.2874, -6.0261], [3.1841, 3.0278, -3.6406], [-2.6376, 1.6805, 3.1892], [-1.3511, 1.7159, 1.8914], [-1.0412, 3.5177, 1.7229], [-2.3779, 2.4082, 3.9683], [-3.5961, 1.9400, 2.7279], [-2.6914, 0.6703, 3.6096], [-2.0182, 4.0053, 1.6101], [-0.5409, 3.8754, 2.6346], [-0.4042, 3.6953, 0.8477]],
  "forces_ev_per_a": [[1.91, 0.71, 3.48], [-1.72, -3.15, 1.12], [1.11, -0.04, 1.10], [1.72, -1.46, -1.84], [0.28, 0.12, 0.64], [-3.06, 0.08, -3.23], [0.16, 2.20, -2.55], [0.28, -0.10, 0.47], [0.03, 0.70, 0.00], [0.62, 0.07, 0.18], [0.02, 0.46, -0.72], [-0.16, 0.27, -0.41], [-0.47, -0.04, -0.02], [-0.04, -0.31, -0.21], [-0.39, 0.30, -0.02], [-0.53, -0.06, 0.46], [0.05, 0.61, 0.46], [0.36, -0.33, 0.33], [0.44, -0.10, 0.58], [-0.20, -0.19, 0.07], [-0.06, -0.14, -0.22], [0.44, 0.13, -0.07], [-0.08, -0.10, -0.01], [-0.15, -0.07, 0.01], [-0.02, 0.38, -0.16], [-0.18, -0.20, -0.04], [0.33, 0.26, 0.11], [-0.09, 0.04, 0.21], [-0.16, 0.04, -0.27], [0.12, -0.11, 0.09], [0.05, -0.05, 0.20], [-0.16, 0.03, -0.10], [0.13, 0.01, 0.13], [0.16, -0.12, 0.01], [-0.11, -0.04, -0.18], [-0.10, -0.03, 0.26], [0.14, 0.11, 0.09], [-0.27, 0.10, 0.24], [0.10, -0.25, -0.01], [0.21, 0.08, 0.03], [-0.24, 0.13, 0.23], [0.29, -0.05, -0.09], [-0.03, 0.02, -0.26], [-0.32, 0.19, 0.18], [-0.09, 0.05, -0.24], [0.16, -0.19, -0.10], [1.02, 0.26, 1.11], [-1.15, 0.45, -0.50], [-0.12, -0.23, 1.00], [-0.76, 0.36, 0.23], [1.21, -0.42, 0.63], [0.01, 0.09, -1.28], [-1.00, -0.50, -1.64], [-0.19, 0.48, 0.03], [0.02, 0.01, -0.18], [0.37, -0.11, 0.11], [0.07, -0.14, 0.18], [0.03, 0.05, 0.33], [0.27, -0.30, -0.22], [-0.25, -0.16, 0.02], [-0.22, 0.62, 0.54], [-0.01, 0.05, -0.09], [0.06, -0.25, -0.22], [0.22, -0.01, 0.12], [0.08, 0.29, -0.04], [0.30, -0.14, -0.05], [-0.16, -0.24, -0.30], [-0.27, -0.11, 0.28]]
}